## w
Below is a cluster of 10 separate species, C5H28NO11 in total, with properties calculated with ωB97M-V/def2-TZVPD.

XYZ file:
```
45
Properties=species:S:1:pos:R:3
C -1.0253 0.4468 -0.6949
C 0.2880 -0.2833 -0.4677
C 0.0967 -1.6617 0.1702
O -0.3025 -1.3785 1.5083
C -2.0784 -0.2093 -1.4709
N -3.1786 -0.7657 -0.9021
C -3.4794 -0.9004 0.5111
O -2.0324 -0.3012 -2.6991
H -1.3142 0.7777 0.3056
H -0.7122 1.3874 -1.1997
H 0.7448 -0.6769 -1.4038
H 1.0171 0.3799 -0.0066
H -0.7008 -2.1315 -0.3792
H 1.0409 -2.2470 0.0268
H -3.9046 -1.1955 -1.4711
H -2.6161 -0.6064 1.1189
H -3.6991 -1.8806 0.8862
H -4.4216 -0.4215 0.9037
H 0.4834 2.3265 0.9326
H -0.1994 3.7291 1.0450
O -0.3866 2.7901 1.1254
H -0.4140 0.7199 3.0004
H -1.3785 1.1750 1.9665
O -1.3713 0.8205 2.8990
H 2.9901 0.9257 0.2589
H 4.3183 0.2025 -0.3145
O 3.3547 0.1992 -0.3909
H 0.4801 -1.0994 2.0125
H 2.3594 1.4678 3.1899
O 2.0115 0.6136 2.9226
H -0.6502 -2.3397 -2.2804
H 0.4736 -3.3248 -2.1787
O 0.0948 -2.6671 -2.7908
H -2.2395 -0.7013 3.2192
H -1.4088 -1.8221 3.8192
O -2.3177 -1.6315 3.5596
H 2.0301 1.2209 -3.7308
H 0.5173 1.4599 -3.5710
O 1.2270 1.5293 -4.2251
H 2.0518 0.8044 1.9258
H 2.4660 2.8983 1.0207
O 2.1391 2.0420 0.7305
H 3.3195 0.2381 -2.1859
H 3.0009 -0.3598 -3.5499
O 3.3261 0.4505 -3.1451
```

Calculated values
Net charge: -1
E_HOMO (eV): -6.53
Frontier orbital gap (eV): 9.40
E_LUMO (eV): 2.866

## x
Below is a structure of composition C5H28NO11, with properties calculated with ωB97M-V/def2-TZVPD.

XYZ file:
```
45
Properties=species:S:1:pos:R:3
C 2.2796 -1.3589 0.4040
N 1.0980 -0.4628 0.3878
C -0.2437 -1.0162 0.5956
C -0.4230 -2.2265 1.5851
C -1.8120 -2.6952 1.9791
O -1.9989 -3.8633 1.6466
C -1.2535 0.0654 1.0087
O -1.5302 0.8439 -0.1438
H 3.1076 -0.8663 -0.1066
H 2.1429 -2.3191 -0.2814
H 2.5555 -1.9022 1.3679
H 1.0574 0.5260 0.8270
H -0.4528 -1.4692 -0.4415
H 0.2275 -3.1125 1.3593
H 0.0849 -1.7731 2.5126
H -2.6061 -2.0461 2.3760
H -0.7985 0.6887 1.7339
H -2.2567 -0.4719 1.0968
H -3.4564 0.5006 -0.2999
H -4.7980 0.5652 -0.7654
O -4.3848 0.2140 -0.1228
H -1.0532 -2.4001 -1.7906
H -2.4395 -2.6809 -1.2932
O -1.7738 -3.0528 -1.8685
H 1.1315 2.2693 -2.4964
H 2.2199 2.2020 -3.3880
O 1.2984 1.9816 -3.4381
H 0.8936 0.1807 -3.2417
H 1.2921 -0.3714 -1.8321
O 1.0102 -0.6339 -2.7279
H -0.8107 1.5917 -0.0993
H -0.6316 3.0513 0.9269
O 0.1299 2.5914 0.9586
H 1.9388 0.8269 4.0096
H 1.9924 0.3076 2.5176
O 2.0639 -0.0167 3.4492
H 2.7387 2.8903 1.0812
H 1.5815 2.3537 2.0694
O 2.4671 2.3104 1.9192
H 0.8266 2.7958 0.0661
H 2.2635 3.5763 -0.9948
O 1.6866 2.8714 -0.8755
H -1.1172 -0.5273 -3.1216
H -2.3579 0.3259 -2.9392
O -1.8895 -0.2637 -3.6096
```

Calculated values
Net charge: -1
E_HOMO (eV): -6.01
Frontier orbital gap (eV): 8.85
E_LUMO (eV): 2.837

Which of them is the most stable, and which is the least stable? w and x, in that order.

## w
Below is the molecule C4H8O, with properties calculated with ωB97M-V/def2-TZVPD.

XYZ file:
```
13
Properties=species:S:1:pos:R:3
C -1.1285 -0.5616 0.7897
C -0.0952 0.0565 -0.3628
O -0.8077 0.3315 -1.5061
C 1.3307 -0.4364 -0.4065
C 0.9951 0.8854 0.2434
H -0.8201 -0.7557 1.8526
H -1.3622 -1.5265 0.3646
H -2.0409 0.0543 0.8556
H -1.0926 1.2541 -1.4625
H 1.6656 -1.2697 0.2103
H 1.7598 -0.4580 -1.4142
H 0.2240 0.5725 1.0416
H 1.3791 1.8546 -0.1247
```

Calculated values
Net charge: 0
Structure (SMILES): CC1(O)CC1
E_HOMO (eV): -9.19
Frontier orbital gap (eV): 10.13
E_LUMO (eV): 0.942

## x
Below is the molecule C4H8O, with properties calculated with ωB97M-V/def2-TZVPD.

XYZ file:
```
13
Properties=species:S:1:pos:R:3
C -0.3887 -0.0088 1.7925
C 0.2619 0.5087 0.5504
C -0.3815 -0.3359 -0.7009
C 0.2015 -0.0253 -2.0077
O 0.9933 -0.6742 -1.0620
H 0.0537 0.4158 2.6951
H -1.4514 0.2056 1.7190
H -0.2489 -1.0986 1.8319
H 1.3744 0.4197 0.7178
H 0.1201 1.5579 0.3071
H -1.0531 -1.2368 -0.7379
H 0.1214 -0.7359 -2.8223
H 0.3973 1.0078 -2.2830
```

Calculated values
Net charge: 0
Structure (SMILES): CC[C@H]1CO1
E_HOMO (eV): -9.13
Frontier orbital gap (eV): 10.36
E_LUMO (eV): 1.227

Which of them is the most stable, and which is the least stable? x and w, in that order.

## w
Below is a cluster of 2 separate species, C4H8O in total, with properties calculated with ωB97M-V/def2-TZVPD.

XYZ file:
```
13
Properties=species:S:1:pos:R:3
C 1.8198 0.2190 0.5827
O 0.9850 -0.8814 0.2302
C -0.3189 -0.6322 0.2339
C -1.5266 -1.0548 0.0629
C -1.3516 0.4073 0.4627
H 1.3459 0.8396 1.3488
H 2.0438 0.8310 -0.2976
H 2.7440 -0.2091 0.9742
H -2.2452 -1.8178 -0.1821
H -1.5114 1.2013 -0.2786
H -1.5910 0.7236 1.4839
H 0.1101 0.3895 -2.3636
H -0.5041 -0.0162 -2.2577
```

Calculated values
Net charge: 0
Structure (SMILES): COC1=CC1.[H][H]
E_HOMO (eV): -8.57
Frontier orbital gap (eV): 9.68
E_LUMO (eV): 1.111

## x
Below is a cluster of 2 separate species, C4H8O in total, with properties calculated with ωB97M-V/def2-TZVPD.

XYZ file:
```
13
Properties=species:S:1:pos:R:3
C -0.1276 1.9911 -0.2250
C 0.4636 1.3668 0.7792
O 1.4879 1.9079 1.4944
H 0.1741 2.9901 -0.5105
H -0.9430 1.4860 -0.7132
H 0.1554 0.3612 1.0427
H 1.7796 1.2832 2.1640
C -0.3848 -1.7220 -1.2811
C -0.6334 -2.0354 -0.0134
H 0.5729 -1.3197 -1.5769
H -1.1231 -1.8421 -2.0596
H 0.1972 -2.0628 0.6742
H -1.6187 -2.4043 0.2254
```

Calculated values
Net charge: 0
Structure (SMILES): C=CO.C=C
E_HOMO (eV): -8.95
Frontier orbital gap (eV): 9.76
E_LUMO (eV): 0.807

## y
Below is the molecule C4H8O, with properties calculated with ωB97M-V/def2-TZVPD.

XYZ file:
```
13
Properties=species:S:1:pos:R:3
C 1.5693 -0.3614 -1.0608
C 0.3448 -0.7443 -0.2007
C -0.5953 0.1342 0.1716
C -1.2724 0.2853 1.4589
O -1.1154 1.1655 -0.7081
H 2.2417 0.4227 -0.7492
H 1.2762 -0.1648 -2.1070
H 2.1470 -1.2962 -1.1546
H 0.3971 -1.6979 0.3364
H -2.3568 -0.0183 1.3955
H -1.4806 1.3370 1.5798
H -0.8416 -0.2376 2.3070
H -0.3140 1.1757 -1.2688
```

Calculated values
Net charge: 0
Structure (SMILES): C/C=C(/C)O
E_HOMO (eV): -8.42
Frontier orbital gap (eV): 9.33
E_LUMO (eV): 0.913

## z
Below is the molecule C4H8O, with properties calculated with ωB97M-V/def2-TZVPD.

XYZ file:
```
13
Properties=species:S:1:pos:R:3
C -1.6077 0.5790 0.1598
C -0.6320 -0.5929 0.0551
C 0.6716 -0.1925 -0.5912
C 1.8676 0.0695 0.2110
O 1.7292 -1.1366 -0.5268
H -2.4466 0.3358 0.8194
H -1.1115 1.4665 0.5698
H -2.0178 0.8465 -0.8202
H -1.0771 -1.4152 -0.5194
H -0.4139 -0.9889 1.0537
H 0.5947 0.3149 -1.5571
H 2.6319 0.7581 -0.1486
H 1.8115 -0.0442 1.2945
```

Calculated values
Net charge: 0
Structure (SMILES): CC[C@H]1CO1
E_HOMO (eV): -10.23
Frontier orbital gap (eV): 11.39
E_LUMO (eV): 1.157

Which of them is the most stable, and which is the least stable? z and w, in that order.

## w
Below is a structure of composition C4H8O, with properties calculated with ωB97M-V/def2-TZVPD.

XYZ file:
```
13
Properties=species:S:1:pos:R:3
C -0.7596 -0.8967 0.8566
C -0.2706 0.3827 0.1807
C 1.2646 0.5564 0.1159
C -0.1977 0.2305 -1.2656
H -0.8586 -0.6914 2.0196
H -0.0211 -1.7626 0.6181
H -1.7736 -1.1141 0.5090
H -0.7945 1.3032 0.5586
H 1.8704 -0.1536 0.8070
H 1.5489 1.6251 0.2810
H -0.6500 1.1496 -1.8059
H -0.5859 -0.8133 -1.5752
O 1.2277 0.1842 -1.2999
```

Calculated values
Net charge: 0
E_HOMO (eV): -9.67
Frontier orbital gap (eV): 10.76
E_LUMO (eV): 1.084

## x
Below is the molecule C4H8O, with properties calculated with ωB97M-V/def2-TZVPD.

XYZ file:
```
13
Properties=species:S:1:pos:R:3
C 0.7480 -1.3503 -1.2711
C -0.2492 -0.7331 -0.6222
C -0.2546 -0.5852 0.8593
O -0.8519 0.6029 1.1775
C -0.2193 1.6837 0.4194
H 0.7732 -1.6228 -2.2806
H 1.6429 -1.7944 -0.6420
H -1.1824 -0.2325 -1.1361
H -0.8455 -1.4926 1.2721
H 0.7231 -0.6658 1.3661
H -0.3858 1.6814 -0.6797
H -0.7816 2.6234 0.7819
H 0.8831 1.8853 0.7555
```

Calculated values
Net charge: 0
Structure (SMILES): C=CCOC
E_HOMO (eV): -9.63
Frontier orbital gap (eV): 10.77
E_LUMO (eV): 1.143

Which of them is the most stable, and which is the least stable? w and x, in that order.

## w
Below is a structure of composition C4H8O, with properties calculated with ωB97M-V/def2-TZVPD.

XYZ file:
```
13
Properties=species:S:1:pos:R:3
C 0.3797 -0.1457 1.7517
C 0.1018 0.4039 0.3355
C -0.6340 -0.5766 -0.6064
C -0.0385 0.5968 -2.7159
O 0.9963 1.0377 -2.4908
H 1.0022 -1.0475 1.7104
H -0.5502 -0.4051 2.2711
H 0.9118 0.5953 2.3678
H -0.4860 1.3254 0.4295
H 1.0646 0.6902 -0.1086
H -0.0867 -1.5357 -0.6577
H -1.6574 -0.7492 -0.2857
H -1.0036 -0.1896 -2.0008
```

Calculated values
Net charge: 0
E_HOMO (eV): -9.13
Frontier orbital gap (eV): 10.30
E_LUMO (eV): 1.169

## x
Below is a cluster of 2 separate species, C4H8O in total, with properties calculated with ωB97M-V/def2-TZVPD.

XYZ file:
```
13
Properties=species:S:1:pos:R:3
C 1.6072 0.6974 -0.8722
C 1.1962 0.2005 0.4791
O 1.6612 -0.7548 1.0481
H 2.5192 0.1834 -1.1557
H 0.7513 0.4095 -1.4629
H 1.6142 1.7832 -0.8628
H 0.4622 0.8168 1.0303
C -1.6922 -0.8382 0.9049
C -1.6691 -0.3962 -0.3239
H -1.8362 -0.1100 1.7066
H -1.4416 -1.7733 1.3890
H -2.0019 0.5806 -0.6738
H -1.1704 -0.7991 -1.2068
```

Calculated values
Net charge: 0
Structure (SMILES): CC=O.C=C
E_HOMO (eV): -9.66
Frontier orbital gap (eV): 10.72
E_LUMO (eV): 1.056

Which of them is the most stable, and which is the least stable? x and w, in that order.

## w
Below is a cluster of 2 separate species, C5H8N in total, with properties calculated with ωB97M-V/def2-TZVPD.

XYZ file:
```
14
Properties=species:S:1:pos:R:3
C 3.0540 -2.1008 0.3001
C 2.4300 -1.1021 0.2007
C -1.5804 0.8355 0.0270
C -1.1225 -0.2873 -0.7643
C 0.8968 0.7396 0.3731
N -0.3962 0.1098 0.3633
H 3.6676 -3.0098 0.3916
H -1.4490 1.7959 -0.3211
H -2.5500 0.7421 0.5210
H -1.6197 -1.2301 -0.6716
H -0.7012 0.0442 -1.7484
H 1.4792 1.3520 -0.3292
H 0.9820 1.2699 1.2997
H -0.5027 -0.3123 1.2897
```

Calculated values
Net charge: +1
E_HOMO (spin up / spin down) (eV): -14.05 / -14.06
Frontier orbital gap (spin up / spin down) (eV): 8.38 / 8.38
E_LUMO (spin up / spin down) (eV): -5.676 / -5.675

## x
Below is the ion C5H8N with charge +1, with properties calculated with ωB97M-V/def2-TZVPD.

XYZ file:
```
14
Properties=species:S:1:pos:R:3
C 0.5219 -2.9181 1.0042
N 0.0842 -1.8640 0.7666
C -0.6099 -0.6315 0.6545
C -0.1297 0.4757 -0.0386
C -0.9336 1.6578 -0.0956
C 1.1298 0.4548 -0.8727
H 0.5569 -4.0336 0.9196
H -1.4435 -0.6971 1.4229
H -2.0033 1.5583 0.2221
H -1.0055 2.0976 -1.1027
H -0.5120 2.4797 0.4801
H 1.1823 1.4945 -1.2704
H 1.1178 -0.1984 -1.7922
H 2.0446 0.1241 -0.2978
```

Calculated values
Net charge: +1
Structure (SMILES): C#[N+]C=C(C)C
E_HOMO (eV): -14.35
Frontier orbital gap (eV): 9.02
E_LUMO (eV): -5.335

Which of them is the most stable, and which is the least stable? x and w, in that order.